(1)
{
  "formula": "C20H47ClFINO7",
  "method": "wB97M-V/def2-TZVPD",
  "relative_energy_kcal_mol": 112.96,
  "spin_multiplicity": 1,
  "lumo_energy_ev": -4.576,
  "total_charge": 1,
  "homo_lumo_gap_ev": 7.347,
  "molar_mass_g_mol": 594.951,
  "species": ["O", "C", "Cl", "C", "C", "C", "C", "F", "C", "C", "I", "C", "N", "H", "H", "H", "H", "H", "H", "H", "H", "H", "H", "H", "C", "C", "O", "H", "H", "H", "H", "H", "H", "C", "C", "O", "H", "H", "H", "H", "H", "H", "C", "C", "O", "H", "H", "H", "H", "H", "H", "C", "C", "O", "H", "H", "H", "H", "H", "H", "C", "C", "O", "H", "H", "H", "H", "H", "H", "C", "C", "O", "H", "H", "H", "H", "H", "H"],
  "coordinates": [[1.446, 5.290, -2.075], [2.596, 4.898, -1.518], [4.133, 4.965, -2.569], [2.562, 4.435, 0.055], [2.977, 2.872, 0.328], [4.212, 3.019, 1.403], [5.016, 1.627, 1.725], [6.208, 2.010, 2.571], [3.176, 1.835, -0.926], [1.830, 0.895, -0.893], [0.134, 1.721, -2.085], [1.253, 1.052, 0.644], [1.933, 2.136, 1.141], [1.496, 4.641, 0.514], [3.317, 5.159, 0.630], [4.987, 3.809, 1.022], [3.723, 3.379, 2.422], [4.387, 0.840, 2.362], [5.473, 1.094, 0.778], [4.035, 1.012, -0.867], [3.352, 2.255, -2.014], [1.918, -0.201, -1.306], [0.446, 0.345, 1.121], [1.681, 2.422, 2.134], [-3.883, 0.581, -5.615], [-2.374, 0.602, -5.486], [-1.966, -0.243, -4.420], [-4.354, 0.913, -4.684], [-4.214, 1.231, -6.430], [-4.241, -0.436, -5.807], [-2.022, 1.615, -5.272], [-1.897, 0.258, -6.409], [-2.276, -1.142, -4.624], [-0.490, -3.006, 0.183], [-1.776, -2.341, 0.628], [-1.581, -0.939, 0.747], [0.314, -2.808, 0.900], [-0.622, -4.088, 0.091], [-0.161, -2.608, -0.782], [-2.089, -2.726, 1.602], [-2.581, -2.524, -0.091], [-1.311, -0.606, -0.126], [0.885, -7.442, 1.845], [1.695, -6.377, 1.135], [1.387, -5.097, 1.667], [-0.187, -7.247, 1.734], [1.107, -8.434, 1.443], [1.099, -7.440, 2.919], [1.462, -6.368, 0.066], [2.768, -6.557, 1.253], [1.606, -5.113, 2.614], [-2.947, 4.208, -1.069], [-2.876, 5.677, -0.704], [-1.613, 5.972, -0.126], [-2.795, 3.584, -0.183], [-3.917, 3.963, -1.512], [-2.158, 3.948, -1.782], [-3.653, 5.928, 0.025], [-3.015, 6.308, -1.587], [-0.932, 5.754, -0.785], [0.074, 5.942, 4.440], [0.595, 5.540, 3.076], [0.952, 4.165, 3.079], [0.832, 5.762, 5.210], [-0.201, 7.000, 4.456], [-0.803, 5.346, 4.711], [1.485, 6.122, 2.819], [-0.161, 5.705, 2.303], [0.153, 3.656, 3.300], [-3.069, -8.720, -0.800], [-2.649, -9.004, 0.627], [-2.156, -7.817, 1.233], [-2.224, -8.336, -1.381], [-3.447, -9.625, -1.283], [-3.849, -7.953, -0.828], [-1.853, -9.754, 0.650], [-3.491, -9.376, 1.218], [-2.872, -7.160, 1.216]],
  "lowdin_charge": [-0.090, -0.584, 0.597, -0.059, -0.333, -0.099, -0.115, -0.140, -0.125, -0.578, 0.931, 0.031, 0.075, 0.135, 0.149, 0.145, 0.146, 0.140, 0.124, 0.136, 0.112, 0.109, 0.160, 0.156, -0.091, -0.333, -0.142, 0.077, 0.079, 0.076, 0.106, 0.112, 0.089, -0.092, -0.307, -0.118, 0.067, 0.076, 0.071, 0.120, 0.114, 0.045, -0.089, -0.320, -0.111, 0.047, 0.081, 0.077, 0.112, 0.106, 0.091, -0.104, -0.314, -0.100, 0.073, 0.080, 0.023, 0.118, 0.114, 0.065, -0.075, -0.314, -0.126, 0.083, 0.086, 0.080, 0.117, 0.104, 0.101, -0.095, -0.314, -0.113, 0.076, 0.077, 0.072, 0.117, 0.111, 0.094]
}

(2)
{
  "formula": "C20H47N5O10",
  "method": "wB97M-V/def2-TZVPD",
  "spin_multiplicity": 1,
  "lumo_energy_ev": -0.510,
  "homo_lumo_gap_ev": 6.870,
  "molar_mass_g_mol": 517.621,
  "species": ["N", "H", "H", "H", "H", "C", "O", "H", "H", "H", "C", "N", "O", "O", "H", "H", "H", "C", "C", "C", "O", "C", "N", "H", "H", "H", "H", "H", "H", "H", "H", "H", "H", "H", "C", "C", "C", "O", "C", "N", "H", "H", "H", "H", "H", "H", "H", "H", "H", "H", "H", "C", "C", "C", "O", "C", "N", "H", "H", "H", "H", "H", "H", "H", "H", "H", "H", "H", "C", "C", "C", "O", "C", "C", "C", "O", "O", "O", "H", "H", "H", "H"],
  "coordinates": [[10.080, -5.420, -22.142], [9.431, -5.336, -22.936], [11.026, -5.036, -22.168], [10.085, -6.432, -21.894], [9.584, -4.975, -21.341], [9.389, -4.146, -18.687], [8.640, -4.409, -19.834], [9.848, -3.143, -18.713], [8.737, -4.160, -17.799], [10.194, -4.886, -18.542], [10.562, -8.844, -25.570], [11.720, -8.267, -26.306], [12.831, -8.690, -26.080], [11.471, -7.312, -27.001], [10.906, -9.819, -25.238], [9.766, -8.861, -26.306], [10.376, -8.247, -24.681], [9.126, -3.627, -26.725], [9.131, -4.171, -25.311], [7.736, -4.194, -24.704], [7.708, -4.472, -23.319], [6.439, -5.031, -22.956], [9.727, -5.526, -25.338], [10.118, -3.624, -27.171], [8.711, -2.616, -26.809], [8.412, -4.182, -27.344], [9.829, -3.528, -24.765], [7.110, -4.881, -25.289], [7.303, -3.211, -24.930], [6.558, -5.463, -21.963], [6.198, -5.890, -23.591], [5.690, -4.247, -23.036], [10.545, -5.534, -25.934], [9.054, -6.161, -25.757], [11.832, -8.980, -21.106], [10.581, -8.707, -20.313], [10.768, -7.708, -19.152], [11.786, -8.174, -18.314], [12.055, -7.286, -17.243], [9.592, -8.123, -21.272], [12.287, -8.058, -21.486], [11.768, -9.620, -21.983], [12.611, -9.446, -20.497], [10.291, -9.622, -19.783], [9.826, -7.557, -18.610], [11.081, -6.738, -19.568], [12.905, -7.652, -16.676], [11.165, -7.287, -16.601], [12.194, -6.270, -17.624], [8.706, -8.018, -20.772], [9.403, -8.949, -21.843], [13.825, -5.273, -24.069], [13.759, -3.860, -23.497], [13.451, -2.752, -24.507], [14.137, -2.986, -25.722], [14.541, -1.819, -26.399], [12.723, -3.852, -22.418], [14.459, -5.176, -24.953], [12.897, -5.745, -24.397], [14.245, -5.963, -23.336], [14.759, -3.667, -23.094], [13.668, -1.774, -24.072], [12.366, -2.828, -24.649], [15.236, -2.133, -27.180], [15.105, -1.191, -25.702], [13.764, -1.243, -26.910], [12.552, -2.886, -22.137], [13.265, -4.230, -21.641], [3.535, -2.037, -20.945], [3.380, -2.061, -19.616], [4.531, -2.118, -18.645], [4.428, -1.888, -17.459], [5.820, -2.426, -19.260], [5.980, -2.413, -20.609], [4.876, -2.058, -21.555], [4.945, -1.860, -22.752], [7.183, -2.528, -21.156], [2.191, -1.890, -19.011], [2.677, -1.876, -21.582], [6.755, -2.579, -18.737], [7.778, -3.085, -20.575], [2.334, -2.021, -18.057]],
  "lowdin_charge": [0.256, 0.073, 0.070, 0.062, 0.070, -0.321, -0.421, 0.056, 0.054, 0.023, 0.042, -0.448, 0.074, 0.044, 0.093, 0.100, 0.083, -0.071, -0.425, -0.206, -0.209, -0.066, 0.042, 0.079, 0.081, 0.085, 0.131, 0.127, 0.137, 0.094, 0.087, 0.080, 0.042, 0.072, -0.066, -0.403, -0.228, -0.192, -0.090, 0.028, 0.078, 0.070, 0.083, 0.142, 0.135, 0.112, 0.088, 0.092, 0.083, 0.097, 0.084, -0.054, -0.409, -0.202, -0.186, -0.107, 0.025, 0.079, 0.063, 0.077, 0.136, 0.124, 0.118, 0.089, 0.088, 0.088, 0.085, 0.084, 0.062, -0.235, -0.330, 0.102, 0.076, -0.241, -0.323, 0.100, 0.066, 0.087, 0.130, 0.125, 0.066, 0.112]
}

(3)
{
  "formula": "C20H48BBrClNO13P2",
  "method": "wB97M-V/def2-TZVPD",
  "spin_multiplicity": 1,
  "lumo_energy_ev": -1.079,
  "homo_lumo_gap_ev": 7.921,
  "smiles": "N#CO[PH](Br)(CB(O)O)P(O)Cl.COCCOCCOC.COCCOCCOC.COCCOCCOC",
  "molar_mass_g_mol": 698.715,
  "species": ["N", "C", "O", "P", "Br", "C", "B", "O", "O", "P", "O", "Cl", "H", "H", "H", "H", "H", "H", "C", "O", "C", "C", "O", "C", "C", "O", "C", "H", "H", "H", "H", "H", "H", "H", "H", "H", "H", "H", "H", "H", "H", "C", "O", "C", "C", "O", "C", "C", "O", "C", "H", "H", "H", "H", "H", "H", "H", "H", "H", "H", "H", "H", "H", "H", "C", "O", "C", "C", "O", "C", "C", "O", "C", "H", "H", "H", "H", "H", "H", "H", "H", "H", "H", "H", "H", "H", "H"],
  "coordinates": [[-2.899, -1.842, -0.876], [-2.366, -1.620, 0.309], [-1.756, -0.903, 1.449], [-0.020, -0.913, 1.386], [-0.084, 1.346, 1.704], [1.089, -0.597, -0.132], [0.327, 0.031, -1.446], [1.033, -0.090, -2.768], [-0.997, 0.683, -1.474], [0.134, -3.081, 1.261], [1.781, -3.442, 1.822], [0.084, -3.810, -0.730], [0.671, -1.002, 2.681], [1.752, -1.533, -0.462], [1.890, 0.222, 0.206], [1.141, -1.091, -2.919], [-1.535, 0.249, -2.221], [2.294, -2.624, 1.502], [1.352, 6.638, 2.288], [2.428, 6.073, 3.017], [2.132, 4.784, 3.545], [3.327, 3.836, 3.378], [3.586, 3.423, 2.030], [4.069, 4.430, 1.130], [5.474, 4.956, 1.451], [5.447, 5.791, 2.608], [6.574, 5.622, 3.451], [0.586, 7.009, 2.979], [1.739, 7.473, 1.700], [0.914, 5.913, 1.595], [1.250, 4.342, 3.059], [1.916, 4.910, 4.611], [3.094, 2.915, 3.924], [4.229, 4.236, 3.841], [3.346, 5.240, 1.031], [4.115, 3.944, 0.149], [5.833, 5.567, 0.617], [6.153, 4.109, 1.586], [6.818, 4.565, 3.590], [6.324, 6.036, 4.432], [7.430, 6.163, 3.043], [0.172, 1.485, -6.661], [0.953, 0.557, -7.395], [1.902, -0.136, -6.591], [1.959, -1.622, -6.969], [0.808, -2.386, -6.586], [-0.413, -2.103, -7.283], [-0.406, -2.484, -8.769], [0.405, -1.578, -9.517], [1.157, -2.209, -10.539], [0.763, 2.382, -6.444], [-0.692, 1.761, -7.271], [-0.201, 1.045, -5.730], [1.668, -0.044, -5.521], [2.880, 0.322, -6.775], [2.798, -2.068, -6.422], [2.184, -1.763, -8.026], [-0.714, -1.066, -7.131], [-1.177, -2.715, -6.789], [-1.424, -2.414, -9.167], [-0.056, -3.515, -8.875], [1.618, -3.136, -10.187], [1.962, -1.529, -10.832], [0.520, -2.403, -11.406], [-2.749, -4.479, 3.581], [-3.127, -3.680, 4.689], [-3.128, -2.286, 4.402], [-4.351, -1.598, 5.023], [-5.602, -1.912, 4.397], [-6.086, -3.252, 4.562], [-6.484, -3.618, 5.997], [-5.325, -3.777, 6.816], [-5.490, -3.270, 8.129], [-1.664, -4.427, 3.436], [-3.035, -5.513, 3.792], [-3.267, -4.167, 2.668], [-3.120, -2.098, 3.319], [-2.215, -1.863, 4.836], [-4.223, -0.518, 4.891], [-4.404, -1.762, 6.099], [-5.384, -3.971, 4.139], [-6.989, -3.312, 3.944], [-7.015, -4.575, 5.995], [-7.150, -2.846, 6.394], [-5.982, -2.293, 8.125], [-4.495, -3.138, 8.564], [-6.054, -3.981, 8.736]],
  "lowdin_charge": [0.146, -0.237, -0.385, 0.284, 0.415, -0.343, -0.542, 0.010, 0.010, 0.453, -0.412, 0.166, 0.027, 0.080, 0.099, 0.118, 0.128, 0.043, -0.109, -0.207, -0.186, -0.170, -0.142, -0.168, -0.185, -0.209, -0.112, 0.089, 0.090, 0.085, 0.109, 0.126, 0.124, 0.110, 0.111, 0.125, 0.124, 0.121, 0.084, 0.090, 0.086, -0.106, -0.206, -0.183, -0.169, -0.133, -0.169, -0.185, -0.209, -0.112, 0.089, 0.090, 0.081, 0.109, 0.125, 0.125, 0.109, 0.110, 0.126, 0.124, 0.122, 0.084, 0.090, 0.086, -0.116, -0.205, -0.188, -0.165, -0.127, -0.168, -0.185, -0.210, -0.112, 0.052, 0.091, 0.084, 0.099, 0.125, 0.127, 0.110, 0.110, 0.126, 0.124, 0.122, 0.084, 0.089, 0.086]
}

| no. | E_HOMO (eV) | electronic energy (eV) |
| --- | --- | --- |
| 1 | -11.9 | -60653.0463 |
| 2 | -7.4 | -49421.4721 |
| 3 | -9.0 | -151437.6843 |